{"formula": "C29H23N10O4PtSe", "method": "ωB97M-V/def2-TZVPD", "species": ["Pt", "C", "C", "C", "C", "N", "C", "N", "C", "N", "C", "N", "C", "C", "C", "C", "C", "N", "C", "C", "C", "C", "C", "C", "H", "H", "H", "H", "H", "H", "H", "H", "H", "H", "H", "H", "C", "C", "N", "C", "C", "N", "C", "N", "N", "N", "C", "C", "C", "C", "C", "C", "H", "H", "H", "H", "H", "H", "H", "H", "H", "H", "H", "O", "Se", "O", "O", "O"], "xyz": [[-0.52291, 1.15891, -0.90608], [-4.32634, 2.57161, 0.54313], [-4.45522, 3.77854, -0.15473], [-3.35393, 4.32851, -0.74835], [-2.09647, 3.68158, -0.67191], [-2.01073, 2.47463, -0.06352], [-3.09576, 1.96691, 0.54507], [-1.03710, 4.37338, -1.15488], [0.20597, 3.96679, -1.06974], [0.72686, 2.74840, -0.82489], [2.10058, 2.89763, -0.50542], [3.00901, 2.19292, 0.03495], [3.05809, 0.86637, 0.46964], [4.31166, 0.45122, 0.90776], [4.45639, -0.86603, 1.32266], [3.38374, -1.72574, 1.24478], [2.16041, -1.22712, 0.76377], [1.99247, 0.06511, 0.46978], [2.44635, 4.31267, -0.81468], [3.65663, 4.97686, -0.75132], [3.66060, 6.32414, -1.08993], [2.48498, 6.98289, -1.45865], [1.27035, 6.31019, -1.49498], [1.28719, 4.96507, -1.17500], [-5.15916, 2.10666, 1.05040], [-5.41316, 4.27987, -0.21896], [-3.39126, 5.27214, -1.27215], [-2.94685, 1.01889, 1.04071], [5.13526, 1.14856, 0.90224], [5.42061, -1.22330, 1.66580], [3.46235, -2.77837, 1.47844], [0.92626, -1.90726, -0.56101], [4.55262, 4.45009, -0.45319], [4.59090, 6.87866, -1.06719], [2.52544, 8.03376, -1.71740], [0.34607, 6.80435, -1.76179], [-1.34538, -0.98309, 1.54312], [-1.90715, -1.23086, 0.19076], [-1.74270, -0.46811, -0.87234], [-2.40802, -1.05129, -1.93024], [-3.00141, -2.18280, -1.48886], [-2.67192, -2.29716, -0.15062], [-3.01560, -3.40443, 0.69982], [-2.17162, -4.55591, 0.50536], [-2.48790, -5.42530, -0.48371], [-1.61520, -6.35328, -0.53593], [-0.67009, -6.11499, 0.43757], [0.47907, -6.83494, 0.77801], [1.23671, -6.35033, 1.81570], [0.86696, -5.17809, 2.50897], [-0.25863, -4.45953, 2.18496], [-1.02225, -4.95353, 1.12358], [-0.87538, 0.00064, 1.54114], [-0.54645, -1.69378, 1.74632], [-2.11670, -1.01932, 2.31793], [-2.29349, -0.63826, -2.91855], [-3.54857, -2.95497, -1.99808], [-4.03321, -3.72261, 0.47886], [-2.95430, -3.09256, 1.74095], [0.75165, -7.72631, 0.23067], [2.14217, -6.86420, 2.10917], [1.50102, -4.82591, 3.31189], [-0.51790, -3.55434, 2.71417], [-0.08650, -0.14928, -3.79756], [0.76830, -0.15263, -2.41238], [0.73244, -1.73834, -1.85436], [1.16046, -2.06165, 0.53160], [2.28967, 0.37775, -2.57126]], "atomic_forces_ev_per_a": [[0.109, -0.014, 0.073], [0.031, 0.015, 0.014], [-0.038, -0.022, 0.008], [0.054, -0.038, 0.055], [-0.137, -0.058, 0.172], [0.037, -0.067, -0.272], [0.001, 0.075, 0.017], [0.162, -0.034, -0.133], [-0.115, 0.126, -0.022], [-0.071, -0.032, 0.212], [0.236, -0.042, -0.012], [-0.143, 0.046, -0.124], [-0.152, 0.066, 0.053], [-0.044, -0.118, 0.071], [0.039, 0.042, 0.003], [-0.047, 0.042, 0.051], [0.298, 0.145, 0.029], [0.048, -0.178, -0.158], [-0.010, 0.050, -0.042], [-0.068, -0.009, -0.015], [-0.010, 0.030, -0.006], [0.035, -0.003, -0.003], [0.026, -0.041, 0.021], [0.091, -0.022, 0.025], [-0.016, 0.010, -0.006], [-0.007, -0.008, 0.020], [0.014, 0.006, -0.012], [-0.027, -0.037, -0.005], [-0.009, 0.031, -0.024], [-0.001, -0.013, 0.001], [-0.002, -0.014, 0.004], [-0.170, 0.066, -0.236], [0.013, -0.003, 0.000], [0.000, 0.005, -0.005], [0.003, 0.005, 0.005], [-0.010, -0.002, -0.003], [-0.102, 0.095, 0.039], [0.060, -0.032, -0.121], [-0.285, 0.015, 0.200], [0.126, 0.045, 0.001], [0.108, -0.092, -0.146], [-0.055, 0.163, 0.149], [0.033, -0.089, 0.019], [-0.078, -0.079, 0.002], [-0.043, -0.014, 0.017], [-0.034, 0.005, -0.043], [0.026, 0.039, 0.057], [-0.007, 0.010, -0.003], [-0.017, 0.018, -0.004], [-0.034, 0.010, 0.015], [-0.003, -0.035, 0.023], [0.095, -0.005, -0.046], [-0.006, -0.009, 0.013], [-0.030, 0.012, -0.002], [-0.008, -0.001, -0.010], [-0.081, -0.029, -0.029], [-0.028, -0.001, -0.015], [0.016, 0.044, -0.005], [0.034, -0.016, -0.029], [0.006, -0.011, -0.003], [0.006, -0.013, -0.008], [0.001, 0.017, 0.001], [0.022, -0.007, -0.011], [-0.112, -0.012, -0.194], [-0.058, 0.268, 0.217], [0.122, -0.228, 0.354], [0.016, -0.087, -0.104], [0.191, 0.009, -0.090]], "nbo_charge": [0.54, -0.31, -0.16, -0.25, 0.41, -0.55, 0.07, -0.59, 0.48, -0.60, 0.47, -0.47, 0.38, -0.28, -0.17, -0.32, 0.54, -0.53, -0.06, -0.17, -0.21, -0.23, -0.19, -0.03, 0.21, 0.21, 0.23, 0.20, 0.21, 0.20, 0.21, 0.51, 0.23, 0.20, 0.20, 0.22, -0.70, 0.43, -0.49, -0.04, -0.09, -0.36, -0.03, -0.22, -0.02, -0.21, 0.03, -0.18, -0.23, -0.17, -0.24, 0.16, 0.27, 0.28, 0.20, 0.28, 0.23, 0.23, 0.22, 0.22, 0.21, 0.21, 0.22, -1.10, 2.25, -1.09, -0.78, -1.07], "lumo_energy_ha": 0.0746, "homo_energy_ev": -4.85, "charge": -1, "e_above_lowest_kcal_mol": 17.97, "molar_mass_da": 849.6, "orbital_gap_ev": 6.880}

=====

{"formula": "C21H30IN2O4RuSSi", "method": "ωB97M-V/def2-TZVPD", "species": ["Ru", "C", "Si", "C", "N", "C", "C", "C", "C", "C", "C", "C", "C", "C", "C", "C", "C", "C", "C", "C", "C", "C", "H", "H", "H", "H", "H", "H", "H", "H", "H", "H", "H", "H", "H", "H", "H", "H", "H", "H", "H", "H", "H", "H", "H", "H", "C", "S", "C", "O", "H", "H", "H", "H", "H", "H", "O", "N", "O", "O", "I"], "xyz": [[-1.97307, -0.40712, 0.64607], [-0.17045, -1.37859, 1.18622], [1.34003, -0.28932, 1.06160], [1.56733, -0.09423, -0.80357], [0.25950, 0.27067, -1.36978], [0.14285, 1.72443, -1.61881], [-0.04199, 2.06947, -3.09267], [1.00626, 1.33176, -3.91866], [0.84956, -0.19266, -3.76948], [-0.03280, -0.52894, -2.56156], [1.02842, 1.39736, 1.82708], [-0.05557, 1.65840, 2.66170], [-0.30184, 2.93528, 3.15115], [0.55062, 3.97758, 2.82098], [1.65262, 3.73711, 2.00839], [1.88324, 2.46232, 1.51644], [2.87543, -1.03424, 1.84686], [3.48521, -0.46873, 2.96687], [4.61474, -1.04167, 3.53645], [5.15840, -2.19528, 2.99043], [4.56810, -2.77454, 1.87456], [3.43903, -2.19787, 1.31332], [-0.35422, -1.82754, 2.16532], [-0.09756, -2.18290, 0.44101], [1.90457, -1.04184, -1.23685], [2.35801, 0.61845, -1.07352], [1.05934, 2.21310, -1.28210], [-0.65871, 2.15338, -1.01326], [0.06934, 3.14741, -3.21672], [-1.05383, 1.82369, -3.42789], [1.99521, 1.64004, -3.56399], [0.95222, 1.62916, -4.96647], [1.83082, -0.66232, -3.66892], [0.39484, -0.62116, -4.66420], [0.07228, -1.58164, -2.29024], [-1.08073, -0.38829, -2.81879], [-0.72735, 0.85700, 2.95081], [-1.16396, 3.11036, 3.78237], [0.35993, 4.97637, 3.19348], [2.32655, 4.54654, 1.75514], [2.74746, 2.29387, 0.87956], [3.07328, 0.43629, 3.39982], [5.07104, -0.58614, 4.40676], [6.03980, -2.64291, 3.43238], [4.98867, -3.67523, 1.44405], [2.98824, -2.67001, 0.44456], [-4.80747, -2.24274, -2.17268], [-4.54621, -1.78653, -0.46633], [-5.45863, -3.09145, 0.34148], [-3.08617, -2.15769, -0.20185], [-4.56932, -3.29346, -2.33195], [-4.14862, -1.60115, -2.75397], [-5.84689, -2.03027, -2.42664], [-6.52325, -2.92510, 0.17079], [-5.23599, -2.99594, 1.40291], [-5.14498, -4.06482, -0.03179], [-2.59712, 1.77308, 0.23155], [-3.00632, 1.54639, -0.95088], [-3.56403, 2.36577, -1.62660], [-2.83433, 0.33164, -1.34654], [-3.57153, -0.35462, 2.81656]], "atomic_forces_ev_per_a": [[0.210, -0.032, -0.222], [0.303, 0.008, 0.069], [-0.233, -0.108, 0.100], [0.280, -0.070, 0.191], [0.100, -0.004, -0.172], [-0.176, 0.271, 0.007], [-0.014, -0.024, -0.044], [0.018, 0.044, -0.028], [0.057, 0.028, 0.071], [-0.150, -0.095, -0.112], [0.131, 0.032, -0.181], [-0.041, -0.033, 0.040], [0.017, 0.043, -0.004], [-0.026, -0.027, 0.011], [0.003, 0.007, -0.002], [-0.001, -0.023, 0.027], [-0.003, -0.014, -0.101], [-0.001, 0.040, 0.014], [0.020, -0.025, 0.005], [-0.011, 0.017, 0.003], [0.010, -0.011, 0.004], [-0.006, -0.020, -0.011], [0.056, 0.024, 0.043], [-0.001, 0.006, 0.031], [-0.085, -0.077, 0.147], [-0.066, 0.061, 0.017], [0.042, -0.026, 0.075], [0.095, -0.007, -0.040], [-0.030, 0.033, 0.045], [0.030, -0.037, -0.014], [-0.018, -0.011, 0.003], [-0.006, -0.024, -0.018], [-0.018, -0.002, 0.012], [-0.045, -0.041, -0.007], [-0.006, -0.006, 0.006], [-0.066, 0.074, 0.001], [-0.004, -0.009, -0.007], [0.011, 0.004, -0.001], [0.000, -0.015, 0.004], [-0.012, -0.009, -0.002], [-0.025, -0.001, 0.005], [0.005, -0.010, 0.002], [-0.004, -0.007, -0.009], [-0.006, 0.003, -0.004], [-0.006, 0.012, 0.008], [0.004, 0.022, 0.028], [-0.059, 0.026, 0.001], [-0.117, -0.209, -0.032], [-0.074, 0.037, -0.003], [0.025, 0.054, -0.022], [0.030, 0.021, 0.054], [-0.013, 0.020, -0.005], [0.029, -0.024, -0.003], [0.034, -0.018, -0.001], [-0.012, 0.015, -0.002], [0.047, 0.032, -0.022], [0.115, 0.009, -0.439], [-0.483, -0.446, 0.380], [0.295, -0.015, -0.013], [-0.009, 0.559, 0.000], [-0.142, -0.020, 0.116]], "nbo_charge": [1.45, -1.29, 1.65, -0.68, -0.49, -0.22, -0.41, -0.41, -0.43, -0.22, -0.42, -0.22, -0.21, -0.20, -0.21, -0.23, -0.41, -0.20, -0.22, -0.21, -0.21, -0.22, 0.25, 0.24, 0.22, 0.21, 0.19, 0.20, 0.22, 0.20, 0.20, 0.21, 0.20, 0.21, 0.20, 0.21, 0.22, 0.22, 0.21, 0.21, 0.21, 0.22, 0.21, 0.21, 0.21, 0.20, -0.82, 1.28, -0.82, -0.99, 0.24, 0.27, 0.24, 0.24, 0.27, 0.24, -0.50, 0.72, -0.36, -0.58, -0.49], "lumo_energy_ha": [0.0089, -0.0462], "homo_energy_ev": [-7.35, -8.26], "charge": 0, "e_above_lowest_kcal_mol": 0.00, "molar_mass_da": 662.6, "orbital_gap_ev": [7.591, 7.007], "multiplicity": 6}

=====

{"formula": "C2H6N2OS", "method": "ωB97M-V/def2-TZVPD", "species": ["C", "N", "S", "C", "N", "O", "H", "H", "H", "H", "H", "H"], "xyz": [[0.56841, -0.77490, -0.82667], [0.39729, 0.54811, -0.19424], [1.45259, 1.81815, -0.84712], [-0.72706, 0.84641, 0.57056], [-1.57501, 0.04838, 1.15743], [-1.20431, -1.33241, 1.00886], [1.22034, -0.71929, -1.63867], [0.88756, -1.52762, -0.12987], [-0.42383, -0.99130, -1.21916], [2.29940, 1.93571, 0.20602], [-0.87496, 1.90772, 0.67472], [-2.02043, -1.75895, 1.23814]], "atomic_forces_ev_per_a": [[-1.853, 0.576, 0.726], [1.102, 0.592, -0.398], [-1.212, -0.911, 1.195], [0.034, -1.092, -0.015], [1.343, 0.766, -0.944], [0.177, 0.935, 0.056], [1.212, 0.345, -1.141], [0.074, -0.259, 0.256], [0.172, -0.646, -0.060], [-0.164, -0.099, -0.222], [-0.340, 0.151, 0.253], [-0.545, -0.358, 0.295]], "nbo_charge": [-0.40, -0.56, 0.17, 0.21, -0.21, -0.61, 0.20, 0.21, 0.20, 0.11, 0.20, 0.48], "lumo_energy_ha": 0.0237, "smiles": "CN(S)/C=N\\O", "homo_energy_ev": -8.57, "charge": 0, "e_above_lowest_kcal_mol": 76.55, "molar_mass_da": 106.2, "orbital_gap_ev": 9.212}